A structure of composition C21H49GeIrN2S2Si5Te. Source: the Open Molecules 2025 dataset; level of theory: ωB97M-V with the def2-TZVPD basis set.

## Properties
2S+1	2
DFT total energy	-153257.916	eV
F_max	0.83	eV/Å
expectation value of S²	0.77
Kohn-Sham gap (spin up / spin down)	7.373 / 5.657	eV
E_LUMO (spin up / spin down)	-0.143 / -0.213	Ha
total charge	+1
ΔE to the lowest compared entry with this formula, charge and spin	31.0	kcal/mol
highest occupied orbital energy (spin up / spin down)	-11.276 / -11.454	eV

```
82
C21H49GeIrN2S2Si5Te ωB97M-V with the def2-TZVPD basis set
Ir -0.4637 -0.5501 -0.0150
S 1.3480 -0.0723 1.2909
C 1.7727 1.5311 0.8973
C 2.8670 2.1129 1.6082
N 3.7452 2.5612 2.1956
C 1.0594 2.2403 -0.0487
S -0.2315 1.5244 -0.9096
C 1.3342 3.6074 -0.3591
N 1.5050 4.7093 -0.6332
C -4.9561 -0.5929 2.7002
Si -3.2137 0.0701 2.7948
C -3.1403 1.7554 3.6009
C -2.0831 -1.1273 3.6586
Ge -2.4386 0.5591 0.5263
Si -3.5296 2.5502 -0.3718
C -5.3054 2.2925 0.1473
C -2.7284 3.8655 0.6945
C -3.3823 2.9523 -2.1788
Si -2.0577 -1.2708 -1.7631
C -3.9160 -1.3005 -1.4180
C -1.8036 -0.1040 -3.2132
C -1.5249 -2.9584 -2.3761
H -5.2761 -0.8873 3.7029
H -5.0184 -1.4770 2.0635
H -5.6621 0.1439 2.3265
H -3.2570 1.6432 4.6807
H -3.9435 2.4029 3.2475
H -2.1900 2.2618 3.4276
H -2.3952 -1.1791 4.7049
H -1.0405 -0.8133 3.6335
H -2.1583 -2.1302 3.2507
H -5.3726 2.1042 1.2164
H -5.7934 1.4717 -0.3789
H -5.8802 3.1979 -0.0580
H -3.0615 3.7999 1.7318
H -3.0236 4.8470 0.3155
H -1.6406 3.8369 0.6788
H -4.0065 2.3075 -2.8004
H -2.3560 2.9132 -2.5386
H -3.7361 3.9783 -2.3044
H -4.3482 -0.2983 -1.3447
H -4.2062 -1.8659 -0.5364
H -4.3985 -1.7725 -2.2789
H -2.3970 0.8071 -3.1503
H -2.1211 -0.6331 -4.1163
H -0.7591 0.1796 -3.3560
H -1.9897 -3.7541 -1.8112
H -0.4395 -3.0955 -2.3702
H -1.8818 -3.0404 -3.4053
C 2.5401 -5.7160 1.8109
Si 3.2160 -4.1243 1.0976
C 4.6903 -4.4565 0.0090
C 3.6396 -2.9306 2.4658
C 1.8702 -3.3370 0.0009
Te 0.0347 -2.9972 1.0634
C -0.8413 -4.8264 0.4210
Si -2.4075 -5.3172 1.3644
C -3.0377 -6.9141 0.6489
C -1.9443 -5.5124 3.1621
C -3.6660 -3.9490 1.1428
H 3.2967 -6.2085 2.4229
H 2.2501 -6.4182 1.0277
H 1.6786 -5.5384 2.4583
H 5.5001 -4.9020 0.5867
H 5.0693 -3.5342 -0.4325
H 4.4455 -5.1425 -0.8024
H 4.3776 -3.3724 3.1369
H 2.7680 -2.6710 3.0672
H 4.0634 -2.0067 2.0738
H 1.5840 -3.9672 -0.8394
H 2.1983 -2.3716 -0.3986
H -0.0387 -5.5256 0.6616
H -0.9558 -4.8068 -0.6501
H -2.3031 -7.7123 0.7589
H -3.2681 -6.8138 -0.4124
H -3.9478 -7.2314 1.1588
H -1.2005 -6.3019 3.2855
H -2.8144 -5.7875 3.7596
H -1.5273 -4.5996 3.5887
H -4.0677 -3.9565 0.1265
H -3.2276 -2.9675 1.3220
H -4.5028 -4.0713 1.8318
```